This record from the Open Molecules 2025 dataset describes a 2-piece molecular cluster, C2H8NOPS overall. The level of theory is ωB97M-V/def2-TZVPD.

Properties
LUMO = -0.2 eV
2S+1 = 1
Calculated total energy = -950.4874 hartree
Energy relative to the best compared isomer or geometry (same formula, charge and spin) = 358.54 kJ/mol
Orbital gap = 8.88 eV

Atoms and positions in Å:
C1 -0.87006 1.72306 0.81214
C2 0.57370 -1.44082 -1.36744
N1 -0.27591 0.80295 -0.24003
O1 0.35821 -1.70075 1.68850
P1 0.95212 -0.23794 -0.07164
S1 2.68587 0.63445 0.22145
H1 -1.91556 1.69679 0.71211
H2 -0.53107 1.29459 1.80127
H3 -0.54292 2.70681 0.70458
H4 1.26430 -2.31337 -1.44874
H5 -0.32113 -1.73973 -0.93126
H6 0.55338 -0.78132 -2.13086
H7 -0.92907 0.56207 -0.94696
H8 1.20826 -2.15099 1.75430

Atomic forces in eV per Å
2.1 -2.9 0.7
2.4 -1.4 3.1
-1.0 1.0 1.0
0.6 2.3 -2.7
1.7 -1.2 3.0
-1.3 -1.0 0.0
-1.3 -0.2 0.0
-0.6 0.7 -0.9
0.8 1.5 -0.3
-0.4 1.1 0.0
-2.0 -0.9 -0.1
-0.4 1.4 -3.3
-0.6 -0.3 -0.5
0.1 0.0 0.1

This record from the Open Molecules 2025 dataset describes one molecule with the formula C2H8NOPS2. The level of theory is ωB97M-V/def2-TZVPD.

Properties
LUMO = 0.4 eV
Structure (SMILES) = CCSSP(N)O
2S+1 = 1
Calculated total energy = -1348.6728 hartree
Energy relative to the best compared isomer or geometry (same formula, charge and spin) = 295.80 kJ/mol
Orbital gap = 7.44 eV

Atoms and positions in Å:
C1 1.32009 1.05880 -1.77802
C2 1.64400 0.42719 -0.54936
N1 -0.62305 -1.50143 1.60724
O1 -3.09914 -0.81148 1.26240
P1 -1.73136 -1.07562 0.43762
S1 -0.79439 1.14408 0.47539
S2 0.86133 1.56259 0.85162
H1 0.35485 1.53000 -1.78754
H2 2.07328 1.76344 -2.03566
H3 1.32614 0.30815 -2.60291
H4 2.68028 0.45799 -0.19346
H5 1.17202 -0.55507 -0.45410
H6 -0.31256 -2.47151 1.48501
H7 -1.01012 -1.35997 2.46830
H8 -3.86138 -0.47716 0.81347

Atomic forces in eV per Å
0.3 -0.3 -3.5
0.5 0.4 3.9
0.8 -2.2 -2.4
0.7 -0.3 1.3
1.4 1.9 -1.0
-11.9 -1.3 -2.7
9.5 -0.5 1.7
-0.6 0.1 0.0
0.5 0.9 -0.3
-0.1 0.5 0.3
0.0 -0.5 -0.7
0.3 0.2 0.5
-0.2 0.4 0.4
-0.7 0.5 3.2
-0.5 0.3 -0.7

This record from the Open Molecules 2025 dataset describes a 2-piece molecular cluster, C2H8NOS2 overall. The level of theory is ωB97M-V/def2-TZVPD.

Properties
LUMO = -4.8 eV
2S+1 = 1
Calculated total energy = -1007.0629 hartree
Energy relative to the best compared isomer or geometry (same formula, charge and spin) = 162.78 kJ/mol
Net charge = +1
Orbital gap = 7.90 eV

Atoms and positions in Å:
C1 0.82486 -0.38729 0.28524
C2 -0.24130 -1.29436 -0.19421
N1 -1.37633 -0.84937 -0.53876
O1 -2.48464 1.61865 -0.00693
S1 2.57234 -0.50591 -0.36673
S2 3.96333 1.04689 -0.08286
H1 0.62004 0.62068 0.24725
H2 0.66355 -0.61150 1.40354
H3 0.09079 -2.37129 -0.41276
H4 -3.42095 1.65365 -0.26439
H5 -1.74028 0.22026 -0.47381
H6 -1.80051 -1.44969 -1.21659
H7 -2.38963 1.92733 0.90614
H8 4.71873 0.38197 0.71487

Atomic forces in eV per Å
0.3 -1.1 3.4
3.3 -0.2 -1.5
-0.8 1.6 -0.8
0.0 -0.3 -0.2
0.2 -1.4 -0.9
-2.3 0.6 -0.9
-1.2 2.2 -0.5
1.1 0.1 -0.8
-1.0 1.5 0.4
0.3 0.2 0.3
0.7 -1.9 0.3
-1.4 -0.5 0.1
-0.3 0.0 -0.3
0.9 -0.9 1.3

This record from the Open Molecules 2025 dataset describes a 2-piece molecular cluster, C2H8NS overall. The level of theory is ωB97M-V/def2-TZVPD.

Properties
LUMO = 3.9 eV
2S+1 = 1
Calculated total energy = -533.9694 hartree
Energy relative to the best compared isomer or geometry (same formula, charge and spin) = 4.56 kJ/mol
Net charge = -1
Orbital gap = 6.64 eV

Atoms and positions in Å:
S1 2.89235 -0.63318 1.66564
H1 3.45302 0.58337 1.56219
C1 -1.73277 0.19442 -0.25172
C2 -0.40779 -0.53321 -0.36547
N1 0.69536 0.30562 -0.76735
H2 -1.61255 1.13373 0.30315
H3 -2.45362 -0.39941 0.30186
H4 -2.17832 0.48540 -1.21207
H5 -0.51813 -1.35773 -1.07593
H6 -0.22536 -1.02360 0.59884
H7 1.53712 -0.02027 -0.28125
H8 0.55069 1.26487 -0.47789

Atomic forces in eV per Å
0.0 0.0 0.0
0.0 0.0 0.0
-0.1 0.7 -0.1
-0.3 -0.4 0.3
0.2 0.2 -0.5
0.1 -0.1 0.1
-0.2 -0.2 0.0
0.2 -0.2 0.0
0.0 0.0 -0.1
0.2 0.1 0.1
0.0 0.1 0.1
0.0 -0.1 0.2

This record from the Open Molecules 2025 dataset describes a 2-piece molecular cluster, C2H8NS overall. The level of theory is ωB97M-V/def2-TZVPD.

Properties
LUMO = -5.3 eV
2S+1 = 1
Calculated total energy = -533.6565 hartree
Energy relative to the best compared isomer or geometry (same formula, charge and spin) = 61.73 kJ/mol
Net charge = +1
Orbital gap = 8.33 eV

Atoms and positions in Å:
C1 1.92526 -0.02235 -0.50137
S1 0.92036 -1.54966 -0.65888
H1 1.51538 0.76125 -1.13238
H2 1.95421 0.28771 0.53871
H3 2.93045 -0.25646 -0.83651
H4 0.54559 -1.34510 -1.92428
C2 -1.58148 0.98414 0.76616
N1 -1.73099 -0.27371 0.71732
H5 -2.30281 1.62055 1.26298
H6 -0.70692 1.38541 0.27565
H7 -0.97553 -0.87802 0.28194
H8 -2.49353 -0.71377 1.21067

Atomic forces in eV per Å
0.0 -0.3 -0.3
-0.1 0.3 0.3
0.0 0.1 0.1
0.0 0.0 0.0
0.1 0.1 0.1
0.0 -0.1 -0.1
0.1 -0.2 -0.2
0.5 -0.1 0.3
0.0 0.0 0.0
0.0 0.3 0.0
-0.2 0.2 0.0
-0.3 -0.2 0.0

This record from the Open Molecules 2025 dataset describes a 2-piece molecular cluster, C2H8NS overall. The level of theory is ωB97M-V/def2-TZVPD.

Properties
LUMO = -8.4 eV
2S+1 = 1
Calculated total energy = -533.4852 hartree
Energy relative to the best compared isomer or geometry (same formula, charge and spin) = 511.50 kJ/mol
Net charge = +1
Orbital gap = 5.78 eV

Atoms and positions in Å:
C1 -0.76828 -0.14101 -0.59472
C2 -0.28546 -1.40863 -0.19742
S1 -2.51144 0.61543 0.31214
N1 2.03603 0.67340 0.72683
H1 -0.10532 0.70838 -0.26785
H2 -1.06550 0.04268 -1.64015
H3 -0.60320 -2.07425 0.60826
H4 -0.03705 -2.06631 -1.04864
H5 -3.04413 1.75092 -0.16493
H6 2.52712 1.11304 -0.03881
H7 2.44206 0.89976 1.62066
H8 1.41517 -0.11342 0.68463

Atomic forces in eV per Å
-2.1 1.6 0.2
-2.7 -0.8 -2.3
1.0 -2.2 1.2
-0.4 1.0 0.4
0.1 0.2 0.4
1.1 -0.7 0.1
0.7 1.0 1.0
0.8 0.5 0.3
1.1 0.4 -1.0
-0.3 -0.8 -0.2
-0.1 -0.3 0.0
0.8 0.1 -0.2

This record from the Open Molecules 2025 dataset describes an isolated ion of composition C2H8NS and charge +1. The level of theory is ωB97M-V/def2-TZVPD.

Properties
LUMO = -3.8 eV
Structure (SMILES) = [NH3+]CCS
2S+1 = 1
Calculated total energy = -533.6757 hartree
Energy relative to the best compared isomer or geometry (same formula, charge and spin) = 11.25 kJ/mol
Net charge = +1
Orbital gap = 9.96 eV

Atoms and positions in Å:
C1 0.42488 0.25309 -0.56774
C2 0.35724 0.59025 0.90189
S1 -1.35893 0.32077 1.48967
N1 -0.04136 -1.19197 -0.83719
H1 1.43475 0.37551 -0.95826
H2 -0.16317 0.86332 -1.23471
H3 0.57427 1.64683 1.02278
H4 1.09158 0.00617 1.44495
H5 -1.75666 1.59744 1.53711
H6 0.66683 -1.86675 -1.12628
H7 -0.65822 -1.06171 -1.63929
H8 -0.57122 -1.53296 -0.03295

Atomic forces in eV per Å
1.1 -0.3 -0.4
-0.9 0.3 -0.5
0.2 -0.3 0.5
0.0 1.0 -0.6
0.2 -0.4 0.1
-0.6 0.3 0.3
0.3 0.0 0.0
-0.1 -0.1 0.3
0.1 0.0 -0.2
0.3 0.1 0.3
-0.4 -0.7 0.2
-0.2 -0.1 -0.1

This record from the Open Molecules 2025 dataset describes a 2-piece molecular cluster, C2H8O overall. The level of theory is ωB97M-V/def2-TZVPD.

Properties
LUMO = 0.9 eV
Structure (SMILES) = CC.O
2S+1 = 1
Calculated total energy = -156.2105 hartree
Energy relative to the best compared isomer or geometry (same formula, charge and spin) = 38.45 kJ/mol
Orbital gap = 12.27 eV

Atoms and positions in Å:
C1 -0.78710 0.29861 -0.38533
C2 -1.18567 -0.45414 0.89352
H1 -0.20889 -0.32090 -1.06532
H2 -0.33072 1.27155 -0.22234
H3 -1.74514 0.51840 -0.90020
H4 -2.21138 -0.22021 1.18240
H5 -0.76892 -1.45894 0.92785
H6 -0.66487 -0.05673 1.76632
H7 2.92795 -0.46897 -0.36137
H8 2.20045 0.40467 -1.31098
O1 2.77430 0.48665 -0.52456

Atomic forces in eV per Å
-1.6 0.0 -0.3
1.4 1.1 1.0
0.2 0.1 0.0
0.3 -0.2 0.1
0.6 -0.1 -0.1
-0.2 -1.1 -0.4
-1.1 -0.4 -0.3
0.4 0.5 0.0
0.1 0.9 0.2
0.3 0.5 0.4
-0.4 -1.4 -0.7

This record from the Open Molecules 2025 dataset describes a 2-piece molecular cluster, C2H8O2 overall. The level of theory is ωB97M-V/def2-TZVPD.

Properties
LUMO (alpha / beta) = 4.4 / 4.2 eV
2S+1 = 2
Calculated total energy = -231.4091 hartree
Energy relative to the best compared isomer or geometry (same formula, charge and spin) = 0.00 kJ/mol
⟨S²⟩ = 0.750
Net charge = -1
Orbital gap (alpha / beta) = 3.20 / 10.02 eV

Atoms and positions in Å:
C1 -0.63927 1.40504 -0.41059
O1 -0.36170 0.75610 0.83665
C2 -0.59877 0.37652 -1.50791
H1 -1.54042 2.00724 -0.26359
H2 0.17088 2.14596 -0.55680
H3 -0.65938 1.28098 1.60958
H4 -0.01684 -0.50586 -1.27007
H5 -1.60848 0.10096 -1.81753
H6 -0.02668 0.71887 -2.38238
H7 1.56374 -1.78335 1.71630
H8 1.37822 -1.75326 0.26505
O2 1.47886 -2.40597 0.97235

Atomic forces in eV per Å
1.4 0.7 1.6
-0.1 -0.5 -0.1
-0.1 0.1 -0.9
-0.3 -0.3 -0.7
-0.3 -0.1 -0.2
0.0 0.1 -0.3
-0.3 -0.2 0.7
0.1 -0.3 -0.1
-0.5 0.5 -0.1
-0.1 -0.4 0.0
-0.2 -0.2 -0.1
0.2 0.7 0.1

This record from the Open Molecules 2025 dataset describes a 2-piece molecular cluster, C2H8O2 overall. The level of theory is ωB97M-V/def2-TZVPD.

Properties
LUMO = 0.7 eV
Structure (SMILES) = CO.CO
2S+1 = 1
Calculated total energy = -231.4374 hartree
Energy relative to the best compared isomer or geometry (same formula, charge and spin) = 65.40 kJ/mol
Orbital gap = 10.41 eV

Atoms and positions in Å:
C1 -0.02166 1.31259 -1.69909
C2 -0.23736 -0.89902 1.73271
H1 0.59782 -0.00659 -0.47701
H2 0.29995 2.31040 -1.98070
H3 -0.12036 0.67604 -2.60934
H4 -0.96735 1.46450 -1.13928
H5 0.45831 -2.10334 0.41514
H6 -0.75938 0.06147 1.71110
H7 -0.79926 -1.58335 2.31766
H8 0.70704 -0.69696 2.23813
O1 0.97841 0.80394 -0.87746
O2 -0.13617 -1.33968 0.36814

Atomic forces in eV per Å
-0.3 0.4 -0.4
-0.1 1.3 -0.5
0.5 0.3 -0.2
0.0 0.1 -0.4
-0.4 0.5 0.5
0.1 -0.4 -0.5
-0.2 0.1 -0.5
-0.1 -0.2 0.0
-0.6 -0.7 0.5
0.3 -0.2 -0.3
0.2 -0.8 0.8
0.6 -0.5 0.9

This record from the Open Molecules 2025 dataset describes a 2-piece molecular cluster, C2H8O2 overall. The level of theory is ωB97M-V/def2-TZVPD.

Properties
LUMO = 0.8 eV
Structure (SMILES) = CO.CO
2S+1 = 1
Calculated total energy = -231.4235 hartree
Energy relative to the best compared isomer or geometry (same formula, charge and spin) = 101.98 kJ/mol
Orbital gap = 10.99 eV

Atoms and positions in Å:
C1 -0.29085 -2.20211 1.27604
O1 0.56146 -1.09009 0.92405
H1 1.20686 -1.31510 0.24327
H2 0.01928 -2.58778 2.22894
H3 -1.27820 -1.69595 1.35493
H4 -0.49033 -2.85242 0.42709
C2 0.00449 2.14280 -0.60249
O2 -0.21724 1.22738 -1.67886
H5 -0.96668 0.67182 -1.45674
H6 0.09092 3.11300 -1.16127
H7 0.88320 1.85194 -0.03437
H8 -0.86867 2.21165 0.04651

Atomic forces in eV per Å
-1.1 2.4 -1.1
0.2 -0.2 -0.1
-0.2 -0.2 0.2
0.0 -0.8 0.1
0.4 -0.5 0.6
0.7 -0.7 0.3
-0.5 0.8 -1.5
-0.1 -0.4 0.1
0.1 -0.1 0.0
0.4 -0.5 1.1
0.1 0.2 0.1
0.1 0.0 0.1

This record from the Open Molecules 2025 dataset describes C2H8O2Ta as an isolated structure. The level of theory is ωB97M-V/def2-TZVPD.

Properties
LUMO = 3.1 eV
2S+1 = 1
Calculated total energy = -288.3294 hartree
Net charge = -1
Orbital gap = 8.46 eV

Atoms and positions in Å:
O1 2.35224 -0.17085 1.48083
C1 1.77705 -0.08263 0.41417
O2 2.01873 1.01894 -0.43269
C2 0.75517 -0.95239 -0.17638
Ta1 -1.34246 0.02425 -0.10731
H1 1.36561 1.70849 -0.23359
H2 0.97904 -1.17480 -1.22339
H3 0.67197 -1.86739 0.43025
H4 -0.98611 0.20437 1.70546
H5 -2.33220 -1.55124 -0.00885
H6 -1.46788 0.24741 -1.95409
H7 -0.81364 1.80476 -0.14222
H8 -2.97750 0.79109 0.24783

Atomic forces in eV per Å
-0.5 -0.1 -1.1
0.0 0.6 0.5
0.5 0.1 0.3
0.0 -0.4 0.9
0.4 -1.1 -0.3
-0.1 -0.2 0.0
-0.2 0.1 0.0
0.0 0.1 -0.3
0.2 0.5 -0.3
-0.3 0.3 0.0
0.3 0.4 0.1
-0.4 0.0 0.0
0.2 -0.1 0.3